[1]
Density functional theory data (wB97M-V/def2-TZVPD) for 2 unconnected molecules or ions with the total composition C4H12.

Cartesian coordinates (Å):
C -1.235 -1.636 -0.110
C -0.135 -2.016 0.843
H -2.146 -1.272 0.374
H -0.870 -0.848 -0.802
H -1.457 -2.461 -0.787
H -0.012 -1.258 1.628
H 0.802 -2.234 0.348
H -0.411 -2.891 1.447
C 0.052 1.884 0.015
C 1.341 1.736 -0.723
H -0.673 1.078 -0.041
H 0.392 2.037 1.100
H -0.410 2.854 -0.201
H 1.877 2.680 -0.761
H 2.005 0.873 -0.584
H 0.880 1.474 -1.746

Output
- HOMO level (spin up / spin down): -15.20 / -15.05 eV
- Relative energy (zero: lowest compared OMol25 entry of this formula, charge and spin): 38.4 kJ/mol
- Electronic energy: -4330.83362 eV
- Net charge: +1
- 2S+1: 2



[2]
Density functional theory data (wB97M-V/def2-TZVPD) for a molecular structure, C6H7NO2.

Cartesian coordinates (Å):
C -2.346 0.506 -0.082
C -1.830 -0.126 -1.406
C -1.037 0.895 0.554
C -1.456 -0.534 0.684
C -1.047 -0.951 -0.693
C 2.779 -0.227 0.072
N 2.941 -0.128 1.310
O -0.133 1.641 0.605
O 1.937 0.372 -0.776
H -3.311 0.696 0.335
H -1.768 0.035 -2.564
H -1.714 -1.127 1.552
H -0.149 -1.438 -0.840
H 3.275 -1.183 -0.350
H 2.471 0.582 1.848
H 1.389 0.987 -0.247

Output
- HOMO level: -9.86 eV
- Relative energy (zero: lowest compared OMol25 entry of this formula, charge and spin): 462.9 kJ/mol
- Electronic energy: -11915.63422 eV



[3]
Density functional theory data (wB97M-V/def2-TZVPD) for C8H9NO in the gas phase.

Cartesian coordinates (Å):
C -3.191 0.020 0.038
C -1.760 0.133 -0.096
C -1.019 1.326 0.144
C 0.400 1.294 0.075
C 1.162 0.086 -0.073
C 0.480 -1.116 -0.360
C -0.931 -1.180 -0.302
C 2.630 0.189 -0.083
H -3.546 1.000 -0.459
H -3.548 -0.664 -0.519
H -3.345 0.037 1.005
H -1.351 2.244 0.385
H 1.041 2.370 0.181
H 0.855 -1.972 -0.552
H -1.640 -1.753 -0.566
H 4.446 -0.703 0.348
H 2.805 -1.652 0.972
N 3.271 -0.799 0.457
O 3.242 1.140 -0.594

Output
- HOMO level: -8.73 eV
- Relative energy (zero: lowest compared OMol25 entry of this formula, charge and spin): 368.3 kJ/mol
- Electronic energy: -11976.03224 eV
- SMILES string: Cc1ccc(C(N)=O)cc1



[4]
Density functional theory data (wB97M-V/def2-TZVPD) for 2 unconnected molecules or ions with the total composition C2H8S.

Cartesian coordinates (Å):
S 2.141 3.074 -0.227
H 2.076 2.552 1.004
H 3.432 3.391 -0.073
C -0.751 -1.829 -0.334
C -1.165 -0.437 0.149
H -1.510 -2.580 -0.128
H 0.159 -2.154 0.160
H -0.552 -1.847 -1.402
H -0.419 -0.010 0.819
H -1.298 0.297 -0.650
H -2.114 -0.456 0.682

Output
- HOMO level: -9.81 eV
- Relative energy (zero: lowest compared OMol25 entry of this formula, charge and spin): 9.5 kJ/mol
- Electronic energy: -13038.66245 eV
- SMILES string: CC.S



[5]
Density functional theory data (wB97M-V/def2-TZVPD) for a gas-phase ion, C4H10NO2 (charge +1).

Cartesian coordinates (Å):
O -1.983 -0.776 -0.776
C -1.481 0.026 -1.711
C -0.042 0.403 -1.101
N 0.583 -0.733 -0.283
C 1.376 0.085 0.694
C 0.479 0.290 1.890
O -2.006 0.400 -2.715
H -2.846 -0.944 -0.870
H -0.271 1.441 -0.605
H 0.648 0.622 -1.973
H 1.112 -1.231 -1.095
H -0.169 -1.321 0.179
H 2.247 -0.573 1.073
H 1.657 1.200 0.376
H 0.217 -0.627 2.566
H 0.946 0.967 2.674
H -0.466 0.770 1.677

Output
- HOMO level: -15.16 eV
- Relative energy (zero: lowest compared OMol25 entry of this formula, charge and spin): 247.3 kJ/mol
- Electronic energy: -9887.02476 eV
- Net charge: +1
- SMILES string: CC[NH2+]CC(=O)O



[6]
Density functional theory data (wB97M-V/def2-TZVPD) for a molecular structure, C4H5CuO5.

Cartesian coordinates (Å):
O 0.634 -1.576 0.562
O 0.648 0.596 0.232
C 0.089 -0.453 0.490
O -1.295 -0.531 0.654
C -2.052 0.471 0.401
C -3.473 0.339 0.544
H -1.569 1.434 0.189
H -3.912 0.721 -0.398
H -3.791 1.091 1.292
H -3.804 -0.674 0.784
O 5.235 -0.955 -1.444
C 4.092 -0.686 -1.111
O 3.620 0.485 -0.919
Cu 2.213 1.272 -0.283
H 3.366 -1.532 -0.992

Output
- HOMO level (spin up / spin down): -19.01 / -18.77 eV
- Relative energy (zero: lowest compared OMol25 entry of this formula, charge and spin): 0.0 kJ/mol
- Electronic energy: -59082.73511 eV
- Net charge: +2
- 2S+1: 3